The molecule C20H14ClN3O. Source: the OMol25 dataset; level of theory: ωB97M-V/def2-TZVPD.

Properties
- molecular weight (g mol⁻¹) = 347.80
- DFT total energy (Eh) = -1470.2031
- net charge = 0
- maximum force (eV Å⁻¹) = 3.6
- 2S+1 = 1
- SMILES = O=C1Nc2ccc(Cl)cc2C(c2ccccc2)=NN1c1ccccc1
- LUMO (eV) = -0.210
- energy above the lowest of the compared OMol25 structures with the same formula, charge and spin (eV) = 1.860

Positions of all 39 atoms, in Å:
O  3.014  0.965  1.711
C  2.132  0.589  0.937
N  2.473  1.088  -0.274
C  2.116  0.550  -1.498
C  3.065  0.628  -2.489
C  2.799  0.046  -3.742
C  1.588  -0.549  -4.011
Cl  1.178  -1.215  -5.554
C  0.674  -0.658  -3.005
C  0.860  -0.092  -1.726
C  -0.268  -0.093  -0.753
C  -1.638  0.175  -1.197
C  -2.708  -0.467  -0.583
C  -4.058  -0.295  -0.985
C  -4.332  0.552  -2.076
C  -3.295  1.267  -2.654
C  -1.970  1.088  -2.220
N  -0.172  -0.156  0.570
N  0.950  -0.118  1.332
C  0.726  -0.332  2.731
C  1.649  -1.056  3.509
C  1.394  -1.314  4.881
C  0.176  -0.916  5.463
C  -0.726  -0.109  4.717
C  -0.452  0.112  3.358
H  3.324  1.655  -0.193
H  3.984  1.164  -2.284
H  3.515  0.125  -4.542
H  -0.267  -1.123  -3.232
H  -2.558  -1.175  0.228
H  -4.814  -0.912  -0.528
H  -5.330  0.602  -2.508
H  -3.575  1.908  -3.471
H  -1.230  1.660  -2.742
H  2.551  -1.382  3.041
H  2.096  -1.911  5.477
H  -0.069  -1.155  6.490
H  -1.668  0.220  5.115
H  -1.132  0.635  2.707